## i
{
  "formula": "C4H4O4",
  "method": "ωB97M-V/def2-TZVPD",
  "multiplicity": 1,
  "homo_ev": -8.67,
  "orbital_gap_ev": 8.09,
  "species": ["O", "O", "H", "H", "C", "C", "C", "O", "O", "H", "C", "H"],
  "coordinates": [[1.76, -0.21, -0.38], [-2.16, -1.02, 1.03], [-2.41, 0.06, -0.75], [1.02, -2.18, -0.65], [1.17, 0.93, -0.07], [-1.98, -0.74, -0.32], [0.80, -1.06, -0.44], [-0.21, 0.76, 0.22], [1.61, 1.99, 0.02], [-2.25, -1.77, -0.73], [-0.49, -0.45, -0.36], [-1.46, -0.20, 2.05]],
  "nbo_charge": [-0.432, -0.679, 0.184, 0.221, 0.947, -0.099, 0.023, -0.493, -0.535, 0.215, 0.195, 0.452]
}



## ii
{
  "formula": "C4H4O4",
  "method": "ωB97M-V/def2-TZVPD",
  "smiles": "O=C[C@@H]1COC(=O)O1",
  "multiplicity": 1,
  "homo_ev": -10.67,
  "orbital_gap_ev": 10.39,
  "species": ["C", "O", "H", "O", "C", "O", "H", "C", "C", "O", "H", "H"],
  "coordinates": [[1.32, -0.79, -0.73], [-1.21, 1.14, 0.63], [-0.94, 0.79, -1.42], [0.30, 2.10, 1.90], [0.13, -0.65, 0.07], [2.21, 0.05, -0.99], [1.49, -2.08, -1.05], [-1.21, 0.13, -0.45], [-0.11, 1.17, 1.26], [0.60, 0.04, 1.12], [-2.30, -0.33, -0.92], [-0.29, -1.58, 0.59]],
  "nbo_charge": [0.426, -0.474, 0.205, -0.566, -0.066, -0.470, 0.095, -0.123, 0.960, -0.464, 0.266, 0.212]
}



Least stable of them? i.



## i
{
  "formula": "C3H8N3O",
  "method": "ωB97M-V/def2-TZVPD",
  "smiles": "C[N@@H+]1CNC(=O)N1",
  "multiplicity": 1,
  "homo_ev": -15.01,
  "charge": 1,
  "orbital_gap_ev": 11.26,
  "species": ["H", "H", "O", "H", "N", "H", "C", "H", "C", "H", "H", "H", "N", "N", "C"],
  "coordinates": [[1.05, 1.43, 0.95], [0.57, -1.22, 1.59], [-1.77, 1.65, -2.47], [-0.62, 0.99, 1.18], [-0.76, -0.10, -1.30], [0.07, 2.85, -0.94], [0.19, 1.09, 0.34], [-0.93, -1.78, 0.57], [-1.03, 1.27, -1.65], [-1.06, -0.78, -1.91], [1.37, -0.37, -0.84], [0.39, -2.44, -0.01], [0.34, -0.26, -0.32], [-0.17, 1.92, -0.80], [0.14, -1.47, 0.55]],
  "nbo_charge": [0.258, 0.264, -0.488, 0.227, -0.508, 0.443, -0.053, 0.266, 0.789, 0.426, 0.457, 0.270, -0.221, -0.658, -0.471]
}



## ii
{
  "formula": "C3H8N3O",
  "method": "ωB97M-V/def2-TZVPD",
  "smiles": "NC1=C[C@@H](O)[NH2+]N1",
  "multiplicity": 1,
  "homo_ev": -13.12,
  "charge": 1,
  "orbital_gap_ev": 9.81,
  "species": ["H", "N", "C", "H", "N", "H", "N", "C", "H", "H", "H", "H", "C", "H", "O"],
  "coordinates": [[-1.05, -1.83, 0.17], [-2.29, 0.45, 0.24], [1.33, 0.36, -0.39], [1.66, 0.85, 1.46], [0.85, -1.15, -0.26], [-2.78, -0.18, 0.85], [-0.39, -1.10, 0.43], [0.01, 1.05, -0.42], [-2.66, 1.39, 0.18], [1.93, 0.44, -1.30], [1.54, -1.68, 0.29], [0.79, -1.57, -1.20], [-0.97, 0.29, 0.07], [-0.09, 2.06, -0.77], [2.14, 0.62, 0.66]],
  "nbo_charge": [0.395, -0.788, 0.266, 0.500, -0.381, 0.416, -0.455, -0.465, 0.427, 0.218, 0.447, 0.424, 0.398, 0.266, -0.668]
}



Least stable of them? i.



## i
{
  "formula": "C3H14NO3",
  "method": "ωB97M-V/def2-TZVPD",
  "multiplicity": 1,
  "homo_ev": -14.04,
  "charge": 1,
  "orbital_gap_ev": 11.04,
  "species": ["H", "N", "C", "H", "H", "O", "O", "H", "C", "H", "O", "H", "H", "H", "H", "C", "H", "H", "H", "H", "H"],
  "coordinates": [[-0.87, 1.84, -0.68], [-0.92, 0.89, -0.33], [0.43, -0.93, 0.78], [-1.59, -0.76, -3.22], [-3.38, 1.03, 1.76], [-2.86, 0.23, 1.54], [-1.31, -1.01, -2.35], [1.08, 2.39, -0.20], [1.24, 1.50, 0.41], [3.68, -0.06, -0.16], [3.84, -0.90, 0.27], [-1.69, 0.92, 0.36], [-3.53, -0.45, 1.68], [-1.22, 0.25, -1.09], [-0.47, -1.21, 1.32], [0.35, 0.52, 0.34], [4.49, -1.36, -0.28], [0.66, -1.47, -0.13], [1.33, -0.92, 1.39], [2.13, 1.50, 1.00], [-1.38, -1.99, -2.41]],
  "nbo_charge": [0.421, -0.731, -0.665, 0.495, 0.492, -0.967, -0.967, 0.202, -0.397, 0.466, -0.947, 0.462, 0.505, 0.468, 0.236, 0.182, 0.484, 0.247, 0.268, 0.242, 0.506]
}



## ii
{
  "formula": "C3H14NO3",
  "method": "ωB97M-V/def2-TZVPD",
  "multiplicity": 1,
  "homo_ev": -15.32,
  "charge": 1,
  "orbital_gap_ev": 11.59,
  "species": ["H", "H", "H", "H", "O", "O", "O", "H", "H", "H", "H", "H", "C", "C", "C", "H", "H", "H", "H", "H", "N"],
  "coordinates": [[1.08, 1.89, 1.14], [-0.22, 1.62, 1.95], [0.24, 0.53, -2.90], [-3.35, -0.74, 1.56], [0.57, 1.19, 1.61], [2.48, 2.75, 0.17], [-2.92, -1.48, 1.11], [3.41, 2.61, 0.43], [1.09, 0.95, -1.45], [2.36, 3.70, 0.26], [-1.04, -1.30, -1.79], [0.37, -0.19, 0.65], [-0.49, -0.55, -1.21], [0.65, 0.09, -1.97], [-0.25, -2.14, 0.56], [-1.30, 0.19, -1.14], [-3.40, -2.23, 1.47], [-0.68, -3.00, 0.06], [1.51, -0.52, -2.23], [0.01, -2.38, 1.59], [-0.09, -0.97, 0.12]],
  "nbo_charge": [0.522, 0.492, 0.245, 0.485, -0.974, -0.963, -0.962, 0.495, 0.230, 0.490, 0.233, 0.475, -0.254, -0.640, 0.139, 0.235, 0.485, 0.221, 0.230, 0.217, -0.401]
}



Least stable of them? i.